Record 1
Molecular formula: C5H10O2
Method: DFT, ωB97M-V/def2-TZVPD

Properties
LUMO energy = 1.008 eV
E_HOMO = -9.55 eV
gap between HOMO and LUMO = 10.562 eV
DFT total energy = -346.92266 Eh
total charge = 0
energy above the lowest of the compared OMol25 structures with the same formula, charge and spin = 64.5 kcal/mol
SMILES string = C[C@H]1OCC[C@H]1O

Geometry (Å):
C: -0.957 0.404 -1.813
C: -0.374 0.652 -0.406
O: -1.254 -0.105 0.420
C: -0.670 -0.343 1.682
C: 0.835 -0.366 1.417
C: 1.111 0.030 -0.043
O: 1.399 -0.946 -1.029
H: -2.001 0.746 -1.849
H: -1.009 -0.669 -2.040
H: -0.418 0.930 -2.606
H: -0.483 1.720 -0.167
H: -1.060 -1.284 2.078
H: -0.955 0.459 2.387
H: 1.309 0.432 2.002
H: 1.389 -1.284 1.604
H: 2.202 0.321 0.200
H: 0.935 -0.699 -1.838

=====

Record 2
Molecular formula: C4H5NO
Method: DFT, ωB97M-V/def2-TZVPD

Properties
LUMO energy = 0.630 eV
E_HOMO = -10.55 eV
gap between HOMO and LUMO = 11.176 eV
DFT total energy = -285.39256 Eh
total charge = 0
energy above the lowest of the compared OMol25 structures with the same formula, charge and spin = 13.8 kcal/mol
SMILES string = N#CCCC=O

Geometry (Å):
O: -1.882 1.386 -0.229
C: -1.659 0.228 -0.496
C: -0.387 -0.495 -0.127
C: 0.741 0.462 0.271
C: 1.996 -0.255 0.528
N: 2.980 -0.833 0.717
H: -2.404 -0.390 -1.038
H: -0.097 -1.138 -0.966
H: -0.632 -1.174 0.700
H: 0.469 1.037 1.161
H: 0.913 1.193 -0.526

=====

Record 3
Molecular formula: C19H38N4O5S2SbSi3V
Method: DFT, ωB97M-V/def2-TZVPD

Properties
LUMO energy (spin up / spin down) = -2.186 / -2.181 eV
2S+1 = 4
E_HOMO (spin up / spin down) = -10.56 / -10.82 eV
gap between HOMO and LUMO (spin up / spin down) = 8.371 / 8.637 eV
DFT total energy = -4191.17968 Eh
total charge = +1
energy above the lowest of the compared OMol25 structures with the same formula, charge and spin = 8.6 kcal/mol

Geometry (Å):
V: -1.471 0.612 -0.947
O: -2.509 4.423 0.432
C: -2.452 3.291 -0.223
O: -1.429 2.589 -0.231
C: -3.416 3.194 -1.388
O: -3.524 1.849 -1.840
C: -4.440 1.070 -1.042
C: -3.755 0.988 0.332
O: -3.728 2.034 0.994
O: -3.054 -0.062 0.547
H: -1.816 4.437 1.112
H: -2.951 3.755 -2.203
H: -4.389 3.621 -1.153
H: -4.493 0.103 -1.537
H: -5.435 1.506 -0.932
N: -2.877 -2.614 -0.660
C: -2.211 -2.362 -1.792
N: -1.673 -1.184 -2.059
C: -1.024 -1.207 -3.287
C: -1.052 -2.384 -3.943
S: -1.949 -3.541 -3.023
C: -0.372 0.039 -3.665
C: 0.177 0.365 -4.853
S: 0.845 1.964 -4.756
C: 0.309 2.084 -3.125
N: -0.319 1.016 -2.684
N: 0.557 3.166 -2.355
H: -3.086 -1.821 -0.054
H: -3.332 -3.495 -0.507
H: -0.606 -2.638 -4.889
H: 0.241 -0.224 -5.750
H: 0.919 4.006 -2.768
H: 0.098 3.220 -1.458
C: 1.121 -3.747 -0.181
Si: 2.144 -2.171 -0.236
C: 2.538 -1.695 -2.009
C: 3.721 -2.368 0.752
Sb: 0.651 -0.338 0.716
Si: -0.144 -1.209 2.983
C: -1.610 -2.346 2.720
C: 1.242 -2.147 3.832
C: -0.667 0.307 3.957
Si: 2.351 1.452 1.356
C: 1.393 3.020 1.760
C: 3.379 0.931 2.833
C: 3.443 1.752 -0.144
H: 1.741 -4.614 -0.425
H: 0.298 -3.714 -0.898
H: 0.693 -3.918 0.809
H: 3.145 -2.471 -2.485
H: 3.093 -0.757 -2.069
H: 1.622 -1.586 -2.595
H: 4.325 -3.197 0.377
H: 3.499 -2.568 1.802
H: 4.337 -1.468 0.704
H: -1.367 -3.178 2.055
H: -2.451 -1.792 2.302
H: -1.918 -2.765 3.681
H: 1.508 -3.041 3.262
H: 0.939 -2.479 4.827
H: 2.141 -1.539 3.946
H: -1.427 0.864 3.402
H: 0.172 0.975 4.157
H: -1.099 0.025 4.920
H: 0.677 2.861 2.568
H: 0.841 3.374 0.889
H: 2.090 3.802 2.073
H: 2.756 0.813 3.722
H: 4.133 1.687 3.065
H: 3.896 -0.012 2.656
H: 2.839 1.971 -1.028
H: 4.065 0.883 -0.369
H: 4.110 2.602 0.019